83
Properties=species:S:1:pos:R:3:forces:R:3 method="wB97M-V/def2-TZVPD" s_squared=8.7638 lumo_energy_ev="-8.1 / -10.2" largest_force_ev_per_a=0.55 gap_ev="8.71 / 6.64" e_above_lowest_kcal_mol=0.0 charge=+3 spin_multiplicity=6 e_homo_ev="-16.782 / -16.859"
Ru -0.15034 0.68199 -0.26795 0.1 -0.5 0.2
C -3.35230 2.60820 0.19894 0.0 0.1 0.1
C -2.75432 3.64057 0.91585 0.0 0.0 -0.1
C -1.53814 4.17955 0.50520 -0.1 0.0 0.0
C -0.92354 3.69747 -0.63884 0.0 0.0 0.0
C -1.52856 2.66994 -1.37186 0.1 0.1 -0.1
C -2.75022 2.12722 -0.95491 0.1 -0.1 0.1
H -4.31395 2.21875 0.50822 0.0 0.0 0.0
H -3.25628 4.04903 1.78446 0.0 0.0 0.0
H -1.10154 5.01149 1.04313 0.0 0.0 0.0
H -0.00237 4.14419 -0.99245 0.0 0.0 0.0
H -1.14217 2.44123 -2.35835 0.0 0.0 0.0
H -3.24849 1.37441 -1.55482 0.0 0.0 0.0
O -0.96499 -4.71240 -4.77169 0.0 0.0 0.0
C -1.38415 -3.43901 -5.18727 0.0 0.0 0.0
C -1.19298 -2.48154 -4.05034 0.0 0.0 0.0
C -1.47073 -1.12462 -4.19010 0.0 0.0 0.0
C -1.27037 -0.28929 -3.11839 0.0 0.0 0.0
N -0.82707 -0.70833 -1.91770 0.0 0.1 0.0
C -0.58047 -2.02836 -1.76741 0.0 0.0 0.0
C -0.73900 -2.92017 -2.81279 0.0 0.0 0.0
C -0.14569 -2.48432 -0.42404 0.0 -0.1 0.1
C -0.09478 -3.82623 -0.07816 0.0 0.0 0.0
C 0.30802 -4.19580 1.19914 0.0 0.0 0.0
C 0.37870 -5.64233 1.59155 0.0 0.0 0.0
O -0.12452 -6.41372 0.53295 0.0 0.0 0.0
C 0.63388 -3.18442 2.10096 0.0 0.0 0.0
C 0.53865 -1.87294 1.69241 0.1 0.0 0.0
N 0.16633 -1.52385 0.45530 0.0 0.2 -0.1
H -1.11969 -5.35819 -5.47075 0.0 0.0 0.0
H -2.44387 -3.42080 -5.47041 0.0 0.0 0.0
H -0.81136 -3.07429 -6.04837 0.0 0.0 0.0
H -1.83949 -0.71626 -5.12215 0.0 0.0 0.0
H -1.48724 0.76256 -3.22129 0.0 0.0 0.0
H -0.51284 -3.96777 -2.69190 0.0 0.0 0.0
H -0.38218 -4.60266 -0.76998 0.0 0.0 0.0
H -0.19171 -5.78472 2.51653 0.0 0.0 0.0
H 1.42592 -5.88220 1.81446 0.0 0.0 0.0
H -0.06707 -7.35128 0.74917 0.0 0.0 0.0
H 0.94009 -3.41136 3.11418 0.0 0.0 0.0
H 0.74488 -1.06244 2.37947 0.0 0.0 0.0
C 2.04865 2.41354 -2.73027 0.1 0.0 0.0
N 2.94219 1.40604 -2.18608 -0.1 -0.1 -0.1
C 4.26347 1.19897 -2.80002 0.0 0.0 0.0
C 5.00145 0.35284 -1.75502 0.0 0.0 0.0
N 4.06335 0.32774 -0.61819 0.0 0.0 0.0
C 4.25483 -0.62504 0.47062 0.0 0.0 0.0
C 2.92779 0.94512 -0.93229 0.0 0.1 0.0
N 1.86891 1.12233 -0.10293 -0.2 0.1 0.1
C 2.13885 1.33807 1.33261 0.0 -0.1 0.0
C 0.96492 2.04308 1.99624 -0.1 0.1 0.1
N -0.30382 1.33180 1.72449 0.0 0.1 -0.3
C -1.32358 1.40966 2.60487 0.1 -0.1 0.1
N -2.34833 0.54462 2.57683 -0.1 0.0 0.0
C -2.58094 -0.55562 1.66906 0.0 0.0 0.1
C -3.28816 0.77295 3.67741 0.0 0.0 0.0
C -2.65094 1.94051 4.43099 0.0 0.0 0.0
N -1.47571 2.27789 3.61300 0.1 0.0 0.1
C -0.74530 3.49551 3.95440 0.0 0.0 0.0
H 2.08394 2.35208 -3.81571 0.0 0.0 0.0
H 2.34700 3.41956 -2.42719 0.0 0.0 0.0
H 1.02702 2.22721 -2.41090 0.0 0.0 0.0
H 4.74403 2.16447 -2.96122 0.0 0.0 0.0
H 4.16149 0.69871 -3.76099 0.0 0.0 0.0
H 5.95167 0.78843 -1.45377 0.0 0.0 0.0
H 5.17962 -0.66621 -2.09797 0.0 0.0 0.0
H 5.00266 -1.34909 0.15585 0.0 0.0 0.0
H 3.32860 -1.16325 0.67288 0.0 0.0 0.0
H 4.61273 -0.14050 1.37776 0.0 0.0 0.0
H 3.02781 1.96017 1.45368 0.0 0.0 0.0
H 2.31972 0.39253 1.84742 0.0 0.0 0.0
H 0.91547 3.07088 1.62996 0.0 0.0 0.0
H 1.17250 2.06195 3.06600 0.0 0.0 0.0
H -2.10064 -1.47748 2.00083 0.0 0.0 0.0
H -2.25092 -0.31800 0.65557 0.0 0.0 0.0
H -3.65582 -0.72404 1.61389 0.0 0.0 0.0
H -3.37170 -0.12295 4.29160 0.0 0.0 0.0
H -4.27725 1.01031 3.28292 0.0 0.0 0.0
H -2.34012 1.67142 5.44020 0.0 0.0 0.0
H -3.30939 2.80587 4.49680 0.0 0.0 0.0
H -1.44082 4.15728 4.46715 0.0 0.0 0.0
H -0.39592 4.01255 3.06850 0.0 0.0 0.0
H 0.08666 3.30081 4.63104 0.0 0.0 0.0

=====

14
Properties=species:S:1:pos:R:3:forces:R:3 method="wB97M-V/def2-TZVPD" lumo_energy_ev=0.9 largest_force_ev_per_a=0.23 gap_ev=10.18 smiles=Cc1cn(C)nn1 e_above_lowest_kcal_mol=17.5 charge=0 e_homo_ev=-9.311
C 1.93585 1.62788 0.04659 0.0 0.0 0.0
C 0.77554 0.71860 0.29663 0.0 0.0 0.0
C 0.21560 -0.23733 -0.51348 0.0 0.1 0.0
N -0.84473 -0.69991 0.18794 0.1 0.1 0.0
C -1.89295 -1.60792 -0.23528 -0.1 -0.1 0.0
N -0.93322 -0.08192 1.36801 0.0 0.0 -0.2
N 0.04148 0.77077 1.44220 0.0 -0.1 -0.1
H 1.66721 2.65803 0.30182 0.0 -0.2 0.0
H 2.81082 1.35341 0.64505 -0.2 0.0 -0.1
H 2.21859 1.59929 -1.00968 0.0 0.0 0.2
H 0.48202 -0.60945 -1.49180 -0.1 0.1 0.1
H -2.85352 -1.09482 -0.15165 0.1 -0.1 -0.1
H -1.90624 -2.50365 0.38936 0.0 0.1 -0.1
H -1.71646 -1.89297 -1.27571 0.0 0.1 0.2

=====

11
Properties=species:S:1:pos:R:3:forces:R:3 method="wB97M-V/def2-TZVPD" s_squared=3.7619 lumo_energy_ev="0.5 / -2.3" largest_force_ev_per_a=8.09 gap_ev="7.51 / 8.44" e_above_lowest_kcal_mol=10.8 charge=0 spin_multiplicity=4 e_homo_ev="-7.020 / -10.723"
H -2.73065 -0.83920 0.77890 -0.1 0.8 -0.1
O 1.20048 -1.71259 1.59908 -1.2 -3.1 -2.2
O -2.24297 1.18428 0.76386 -0.4 -0.4 -0.1
C -2.41474 0.00648 0.10973 0.2 -1.0 -0.9
C -1.18606 -0.49990 -0.64750 0.2 0.6 -0.1
O -0.40537 -1.39690 0.15741 0.2 0.2 0.1
C 0.42076 -0.88324 1.05124 -1.0 -3.8 -2.6
H -3.21260 0.03794 -0.68254 0.0 0.6 0.9
H -0.54625 0.34534 -0.94335 -0.3 -0.2 0.0
H -1.49052 -1.06292 -1.54382 0.3 0.0 0.5
Au 1.36472 0.04234 2.40038 2.2 6.3 4.6

=====

12
Properties=species:S:1:pos:R:3:forces:R:3 method="wB97M-V/def2-TZVPD" lumo_energy_ev="-0.4 / -0.5" largest_force_ev_per_a=3.89 gap_ev="8.95 / 8.26" e_above_lowest_kcal_mol=169.1 charge=0 e_homo_ev="-9.341 / -8.794"
C -1.71303 1.07983 0.61974 -0.2 1.6 1.1
C -1.05109 -0.08768 -1.76067 -0.6 -1.7 0.4
C 1.70256 -1.08469 0.47884 -3.9 0.2 0.3
N -0.76148 1.78968 0.77646 2.9 0.1 -0.8
O -2.78906 0.67366 0.60868 -1.7 -1.6 -0.5
O -0.32742 -0.78221 -1.14183 -1.9 -0.8 -2.4
O 0.94560 -0.11715 -0.27582 3.1 1.6 1.3
H -1.45341 0.91861 -1.78531 0.9 0.5 0.0
H 1.48663 -0.73423 1.51148 1.1 -0.5 -0.2
H 2.74930 -1.13020 0.18160 -0.2 -0.3 0.0
H 1.02899 -2.02729 0.39756 1.8 0.8 0.0
H 0.18241 1.50167 0.38927 -1.3 0.2 0.7

=====

122
Properties=species:S:1:pos:R:3:forces:R:3 method="wB97M-V/def2-TZVPD" lumo_energy_ev=-1.3 largest_force_ev_per_a=10.36 gap_ev=6.41 smiles="C=C[C@]1(P(O)(O)=S)[C@@H](Cl)[C@@](CCOC(C)=O)(c2ccccn2)S(=O)(=O)O[C@]1(CB(O)O)C(F)(F)C(F)(F)C(F)(F)F.CNC(C)=O.CNC(C)=O.CNC(C)=O.CNC(C)=O.CNC(C)=O" e_above_lowest_kcal_mol=457.5 charge=0 e_homo_ev=-7.669
C 0.74733 -0.73613 2.70200 -0.1 0.6 -0.5
C 0.39833 0.58636 2.15447 0.1 0.1 0.9
C -0.81713 0.91792 1.04288 2.9 -0.7 -1.8
P -2.13655 -0.41931 1.34537 -3.0 -4.1 1.8
O -1.56119 -2.06094 0.95579 -0.9 2.2 0.4
O -3.61725 -0.27859 0.44430 2.1 -1.2 0.7
S -2.68905 -0.61699 3.24157 0.5 0.6 -1.1
C -0.08362 0.47806 -0.38728 0.6 -2.3 0.7
Cl -1.23971 -0.22960 -1.68375 1.0 1.1 1.0
C 1.10250 1.42277 -0.93063 0.0 -0.5 -1.3
C 2.57295 0.79232 -0.51684 1.8 0.1 0.5
C 2.94114 -0.66913 -1.14171 -0.8 0.6 -2.7
O 2.79361 -1.80973 -0.22462 -0.4 -1.8 -2.8
C 2.66883 -3.02119 -1.10178 4.2 -3.1 -3.2
C 1.23397 -3.84938 -1.29109 0.7 -0.8 0.5
O 3.71790 -3.54644 -1.78131 -6.4 4.1 4.7
C 1.04849 1.84481 -2.55232 1.1 0.9 -3.7
C 2.42227 1.65557 -3.49357 -2.9 1.5 -2.1
C 2.41625 2.10754 -5.10494 -4.3 0.7 3.3
C 0.99144 2.75461 -5.63177 1.6 -1.8 4.4
C -0.21899 2.85510 -4.51816 2.5 -0.8 0.0
N -0.20681 2.45710 -3.09163 4.4 -0.9 -3.1
S 1.03352 3.10490 -0.04518 7.3 7.3 -0.9
O 1.04825 4.31905 -1.05658 -1.8 -4.9 3.2
O 2.41340 3.30145 0.71152 -5.4 -2.0 -1.7
O -0.12705 3.32103 1.08767 0.0 -1.7 -0.9
C -1.33134 2.48605 1.10973 -0.6 0.0 -0.4
C -2.28443 2.95300 -0.12963 -0.7 -1.2 -0.6
B -2.32779 4.52899 -0.54359 -0.5 2.9 -1.2
O -1.67313 5.68761 0.06953 0.0 -2.6 -2.4
O -3.21454 4.85475 -1.72035 -0.1 -2.2 3.5
C -2.01082 2.96048 2.52677 1.8 2.4 2.3
F -1.48041 2.33177 3.76239 -1.6 1.5 -3.8
F -1.59553 4.40965 2.74293 -1.5 -4.2 -0.8
C -3.61128 3.02823 2.69184 -3.7 0.5 0.9
F -4.26098 4.28630 2.15526 2.7 -3.9 1.1
F -4.42758 1.91930 2.18379 2.9 3.3 1.1
C -4.05354 3.10410 4.31222 -2.6 0.6 1.1
F -4.08884 1.77629 4.96530 0.6 5.0 -2.0
F -3.35455 4.16561 5.06394 -2.2 -4.1 -2.4
F -5.49871 3.54969 4.25262 4.7 -1.5 0.5
H 0.29498 -1.02921 3.76709 2.5 1.2 -1.4
H 1.48721 -1.51215 2.17984 -3.1 1.0 0.3
H 1.01652 1.51682 2.57661 -2.8 -1.6 0.2
H -1.87460 -2.69560 1.67977 0.5 1.8 -0.9
H -4.15053 -1.14062 0.56686 1.5 1.8 0.0
H 0.44978 -0.54413 -0.05200 -1.1 2.4 -0.7
H 3.42962 1.53232 -0.89820 -2.2 -1.5 0.9
H 2.74216 0.71555 0.65389 -0.8 0.4 -2.5
H 4.01316 -0.67510 -1.66679 -2.2 0.1 1.5
H 2.17479 -0.86342 -2.03617 1.6 0.5 1.7
H 0.63411 -3.52043 -2.24229 1.3 -0.2 2.0
H 1.55444 -4.98190 -1.48748 -0.5 2.6 0.5
H 0.57192 -3.85435 -0.32367 1.3 0.4 -2.0
H 3.43666 1.22369 -3.11177 -2.3 0.9 -0.5
H 3.38990 1.98440 -5.76143 -2.3 0.3 1.5
H 0.93320 3.10368 -6.74791 -0.1 -0.7 2.5
H -1.23702 3.31698 -4.94164 2.5 -1.2 1.4
H -1.92802 2.40907 -1.13189 -0.5 1.1 2.1
H -3.42358 2.60370 -0.04110 2.5 0.4 0.2
H -1.06082 6.09928 -0.60772 -1.1 -0.5 1.1
H -4.05268 4.30395 -1.52300 1.9 1.2 -1.0
C 5.83774 -7.53768 -2.98274 -0.2 0.3 -0.3
N 4.49948 -7.35072 -2.47362 -0.3 -0.3 0.6
C 3.99245 -7.74678 -1.27149 -0.8 0.4 -0.2
C 4.90814 -8.47394 -0.32444 0.0 -0.1 0.2
O 2.81980 -7.50595 -0.99175 0.5 -0.1 0.0
H 6.26055 -6.55269 -3.19374 0.3 -0.2 0.0
H 5.76985 -8.10692 -3.91274 0.3 0.0 0.0
H 6.48145 -8.06653 -2.27898 -0.2 0.1 -0.1
H 3.82510 -6.86820 -3.05642 0.2 -0.1 0.2
H 4.36389 -8.72506 0.58981 0.0 0.1 -0.3
H 5.25964 -9.40139 -0.78356 0.2 0.1 0.1
H 5.75415 -7.83494 -0.05891 0.1 -0.2 -0.1
C -6.25327 -3.21077 -3.54281 -0.2 0.4 0.1
N -5.23531 -2.19645 -3.40138 0.6 0.0 -0.1
C -3.90118 -2.29954 -3.66314 0.3 0.9 0.3
C -3.38034 -3.61912 -4.16470 0.2 -0.1 -0.1
O -3.16556 -1.33036 -3.48726 -0.4 -0.6 -0.2
H -7.00534 -2.84052 -4.24338 -0.1 -0.3 0.0
H -6.71656 -3.36426 -2.56538 -0.2 -0.3 -0.2
H -5.85138 -4.15682 -3.90720 0.0 0.2 0.1
H -5.51114 -1.27996 -3.06785 0.1 -0.2 -0.1
H -2.30174 -3.54813 -4.32816 -0.3 0.1 0.1
H -3.56717 -4.40014 -3.42334 -0.1 -0.1 -0.2
H -3.85821 -3.87224 -5.11450 0.0 -0.2 0.1
C -0.73013 6.57094 8.31689 0.2 0.1 0.4
N -1.39217 5.85022 9.37866 -0.4 -0.4 0.1
C -2.41347 4.95250 9.27823 -0.2 -0.3 0.9
C -2.94938 4.64382 7.90648 -0.1 -0.1 0.0
O -2.86654 4.42391 10.29149 0.2 0.2 -0.5
H 0.33172 6.31567 8.34506 0.0 0.2 -0.3
H -0.84846 7.64003 8.50819 0.1 0.0 -0.3
H -1.13595 6.33048 7.33363 0.0 0.0 0.2
H -1.08501 6.00655 10.33181 -0.1 0.0 -0.3
H -3.75850 3.91299 7.98603 0.2 0.2 0.1
H -3.34788 5.55258 7.44837 0.1 -0.1 -0.1
H -2.15843 4.21781 7.28401 -0.1 0.2 -0.1
C 3.99908 1.91458 -11.21646 0.2 0.4 -0.1
N 3.40414 2.74466 -10.19562 -0.5 -0.1 0.6
C 2.54272 2.37508 -9.20546 0.1 0.7 0.1
C 2.13350 0.92909 -9.12944 -0.1 -0.1 0.2
O 2.12628 3.21522 -8.41040 0.2 -0.3 -0.4
H 5.08492 1.97841 -11.11465 0.0 -0.2 -0.2
H 3.70494 2.31245 -12.19048 0.1 -0.3 -0.1
H 3.68738 0.87229 -11.14034 0.0 0.2 0.1
H 3.63328 3.73189 -10.18303 -0.1 -0.2 0.0
H 1.44589 0.78733 -8.29145 0.2 0.2 -0.2
H 1.62174 0.63723 -10.05000 0.2 -0.1 0.1
H 3.01256 0.30060 -8.96569 -0.1 -0.1 -0.2
C 0.55974 -3.64977 8.85805 0.0 -0.4 -0.1
N 0.27508 -3.71370 7.44384 -0.1 0.4 -0.5
C 0.01886 -2.68317 6.58862 -0.1 -0.5 -0.7
C 0.02326 -1.28561 7.14627 0.0 0.2 -0.1
O -0.20609 -2.91308 5.40207 0.1 0.2 0.5
H 1.54141 -4.09856 9.02659 0.0 0.1 0.3
H -0.19860 -4.23536 9.38298 0.1 0.1 0.3
H 0.55716 -2.62757 9.23806 0.0 -0.2 -0.2
H 0.25501 -4.62314 6.99685 0.0 0.2 0.1
H -0.19646 -0.57252 6.34730 0.0 -0.3 0.1
H -0.74545 -1.18904 7.91716 0.2 0.1 0.1
H 1.00822 -1.05119 7.55792 -0.1 0.0 0.1

=====

57
Properties=species:S:1:pos:R:3:forces:R:3 method="wB97M-V/def2-TZVPD" s_squared=0.7880 lumo_energy_ev="-9.5 / -12.1" largest_force_ev_per_a=4.09 gap_ev="6.14 / 3.53" e_above_lowest_kcal_mol=13.2 charge=+3 spin_multiplicity=2 e_homo_ev="-15.601 / -15.601"
Pt -0.14351 1.27709 -0.37261 3.6 -1.6 1.2
C -3.40174 2.62655 0.89087 0.0 -0.1 0.0
O -2.52461 1.49092 0.79852 -0.2 0.5 0.1
C -2.91265 0.33069 1.37875 0.0 0.0 -0.2
C -4.09927 0.16119 2.07925 0.0 -0.1 0.0
C -4.41885 -1.09051 2.58300 0.0 0.0 0.0
C -3.56685 -2.17446 2.39703 0.0 0.0 0.0
C -2.38543 -2.00826 1.70596 0.1 0.0 0.1
C -2.03609 -0.74908 1.20578 0.2 0.1 0.3
N -0.80674 -0.54002 0.48455 -0.8 0.4 0.1
N -0.11172 -1.57187 0.38106 -0.3 -0.3 -0.3
C 0.81852 -1.78930 -0.59699 0.2 0.6 0.2
C 0.79953 -1.10171 -1.80757 0.3 -0.4 -0.1
O -0.00829 0.02452 -1.99544 -1.5 -0.1 0.0
C 1.57265 -1.53852 -2.88084 -0.1 0.2 -0.1
C 2.41447 -2.61480 -2.72078 0.0 0.0 0.0
C 2.51946 -3.30324 -1.49851 0.0 0.0 0.0
C 3.39530 -4.40690 -1.34833 0.0 0.0 0.0
C 3.45599 -5.07405 -0.16011 0.0 0.0 0.0
C 2.64269 -4.67045 0.92020 0.0 0.0 0.0
C 1.78452 -3.60870 0.80303 0.0 0.0 0.0
C 1.70709 -2.89921 -0.40967 -0.1 -0.1 0.0
H -3.53767 2.92034 1.93188 0.0 0.0 0.0
H -4.36419 2.40154 0.43221 0.0 0.0 0.0
H -2.91178 3.42222 0.33750 0.0 0.0 0.0
H -4.78288 0.98543 2.21836 0.0 0.0 0.0
H -5.35048 -1.22167 3.11682 0.0 0.0 0.0
H -3.83138 -3.14626 2.78862 0.0 0.0 0.0
H -1.71695 -2.84187 1.55159 0.0 0.0 0.0
H 1.48790 -1.03352 -3.83126 0.1 0.0 0.0
H 3.01510 -2.95242 -3.55641 0.0 0.0 0.0
H 4.00729 -4.71643 -2.18552 0.0 0.0 0.0
H 4.12116 -5.91863 -0.04609 0.0 0.0 0.0
H 2.69392 -5.21365 1.85429 0.0 0.0 0.0
H 1.16247 -3.32035 1.63888 0.0 0.0 0.0
N -0.54359 1.40168 3.22739 0.1 0.0 0.0
C 0.27321 2.24881 2.64054 0.0 -0.1 0.0
N 0.58622 2.25827 1.34686 -0.9 0.3 0.0
C 1.46536 3.28347 1.06983 0.1 0.0 0.0
C 1.84373 4.04420 2.16629 0.0 0.0 0.0
S 1.09191 3.49654 3.57084 0.0 0.0 0.0
C 1.86267 3.44997 -0.27073 0.0 0.0 0.0
C 2.67487 4.43945 -0.80376 0.0 0.0 0.0
S 2.81431 4.26841 -2.47359 0.1 0.0 0.0
C 1.76971 2.85370 -2.41235 0.1 -0.1 0.1
N 1.35949 2.55091 -1.18336 -0.7 0.7 0.0
N 1.48018 2.17438 -3.50145 0.0 0.1 0.1
H -0.98408 0.65353 2.70357 -0.1 0.0 0.0
H -0.70471 1.42961 4.22390 0.0 0.0 0.0
H 2.52240 4.88368 2.18887 0.0 0.0 0.0
H 3.17107 5.24336 -0.28097 0.0 0.0 0.0
H 1.79112 2.47317 -4.41419 0.0 0.0 0.0
H 0.90720 1.34529 -3.42749 0.0 0.0 -0.1
Cl -1.01221 -0.43335 -4.68030 -0.4 0.0 -0.2
Ge -1.75399 0.16897 -2.80253 1.0 0.2 -1.1
Cl -3.60316 -0.65485 -2.40196 0.1 -0.2 0.5
Cl -1.69868 2.28618 -2.57342 -0.7 0.1 -0.4